A.
19
Properties=species:S:1:pos:R:3 method="wB97M-V/def2-TZVPD" total_charge=-1 lumo_ev=3.25 orbital_gap_ev=5.9
O 1.84074 -1.54744 0.09714
C 1.43239 -0.74893 1.04317
C 0.40815 0.23611 0.97888
C -0.20482 0.66138 -0.30368
C -1.47230 -0.14527 -0.65300
C -2.68506 0.17855 0.25410
O -3.83147 -0.30633 -0.23498
H 1.70518 -1.09174 2.04612
H 1.82950 0.37818 0.79004
H 0.31642 0.88962 1.83908
H 0.52435 0.52712 -1.10568
H -0.49084 1.71668 -0.31977
H -1.81324 0.04283 -1.67216
H -1.25663 -1.21498 -0.56196
H -2.44108 -0.20897 1.28283
H -2.66702 1.29806 0.38121
H 2.43675 -0.68718 -0.70652
H 3.49439 -0.16607 -1.90398
O 2.87460 0.18840 -1.25084


B.
19
Properties=species:S:1:pos:R:3 method="wB97M-V/def2-TZVPD" total_charge=-1 lumo_ev=3.91 orbital_gap_ev=8.5
C -2.37629 0.42553 1.11563
C -3.58876 0.74174 0.23350
O -1.34363 1.32964 0.85820
H -2.68920 0.46302 2.17235
H -2.04256 -0.59807 0.94748
H -4.01153 -0.19581 -0.11773
H -0.47498 0.87621 0.95735
H -3.26764 1.42248 -0.55977
H -4.33402 1.24017 0.84585
C 1.37251 0.18821 -1.12853
C 2.48268 0.02921 -2.19065
C 1.39586 -0.78500 0.05997
O 2.28957 -1.64626 0.08870
O 0.47642 -0.58962 0.91145
H 1.49037 1.16690 -0.65437
H 0.40166 0.22178 -1.60913
H 3.19247 -0.78010 -1.98914
H 3.03338 0.96389 -2.35755
H 2.01719 -0.21440 -3.14478


C.
19
Properties=species:S:1:pos:R:3 method="wB97M-V/def2-TZVPD" total_charge=-1 lumo_ev=3.86 orbital_gap_ev=7.2
O 1.98037 -1.29011 2.57450
C 1.18587 -0.80290 1.82519
C 1.71395 0.10258 0.73567
C 0.56235 0.87516 -0.09058
C 0.05870 -0.09149 -1.08916
C -1.18761 0.52354 -1.81880
O -2.19187 -0.25567 -1.14993
H 0.09417 -0.84521 1.72528
H 2.22411 -0.45096 -0.10896
H 2.51572 0.78800 1.10306
H 1.25888 1.67564 -0.49984
H -0.16271 1.31546 0.55786
H 0.72957 -0.28426 -1.97697
H -0.12826 -1.00283 -0.57003
H -1.25179 1.55620 -1.72644
H -1.25072 0.25784 -2.80972
H -2.21992 -0.43749 1.83841
H -2.03906 -0.54084 0.22145
O -1.89174 -1.09266 1.25899


Which of them is most stable, and which least? Most stable: B; least stable: A.


A.
11
Properties=species:S:1:pos:R:3 method="wB97M-V/def2-TZVPD" total_charge=+1 lumo_ev=-5.24 orbital_gap_ev=9.3
C -0.59435 -1.39766 2.89617
C -0.66919 -0.95373 1.69736
C -0.22201 0.03327 0.04588
C 0.65556 -0.26046 1.17160
N -1.29547 -0.66147 0.47474
N -0.05040 0.52843 -1.15081
H 1.08813 0.40282 1.90369
H 1.44616 -0.83982 0.83375
H -2.23095 -1.18218 0.23635
H 0.70393 0.79789 -1.73575
H -0.98717 0.68312 -1.49206


B.
11
Properties=species:S:1:pos:R:3 method="wB97M-V/def2-TZVPD" total_charge=+1 lumo_ev=-4.76 orbital_gap_ev=8.8
C 0.18774 1.85394 -1.58240
N -0.26837 0.92727 -0.88312
C -0.90609 -0.02886 -0.38351
C -0.55152 -1.08516 0.51239
C 0.54548 -1.16054 1.24869
N 1.19969 -1.26872 2.19518
H -0.22584 2.76711 -1.29905
H 0.97412 1.83942 -2.25137
H -1.86607 -0.27080 -1.07392
H -1.08347 -1.99607 0.78242
H 1.99433 -1.57760 2.73469


Which of them is most stable, and which least? Most stable: B; least stable: A.